i.
Computed, not measured: a molecular structure, C10H20O20S5, with ωB97M-V/def2-TZVPD.

As for the net charge: 0. The molar mass comes out at 620.6 g/mol.

Each line ends with the natural charge from an NBO analysis.
Positions of all 55 atoms, in Å:
C (2.124, 0.788, 3.447)  -0.099
C (0.780, 1.186, 2.800)  -0.061
O (0.484, 2.421, 3.531)  -0.717
S (1.215, 2.451, 5.083)  2.454
O (0.187, 2.526, 6.101)  -0.830
O (2.262, 3.494, 4.995)  -0.871
O (1.872, 0.992, 4.833)  -0.681
H (2.933, 1.473, 3.194)  0.203
H (2.338, -0.239, 3.149)  0.217
H (-0.022, 0.504, 3.083)  0.194
H (0.997, 1.267, 1.735)  0.209
C (1.176, 3.290, -3.351)  -0.086
C (-0.179, 3.795, -4.040)  -0.096
O (-1.230, 3.184, -3.373)  -0.655
S (-0.899, 1.788, -2.567)  2.448
O (-0.894, 0.614, -3.461)  -0.841
O (-1.641, 1.670, -1.339)  -0.881
O (0.787, 2.291, -2.512)  -0.672
H (1.592, 4.054, -2.694)  0.194
H (1.945, 2.893, -4.014)  0.210
H (-0.257, 3.574, -5.105)  0.203
H (-0.302, 4.873, -3.938)  0.215
C (-0.589, 0.143, -0.367)  -0.004
C (0.346, 0.755, 0.669)  -0.215
O (0.901, -0.376, 1.372)  -0.700
S (1.142, -1.678, 0.321)  2.461
O (1.115, -3.020, 0.924)  -0.830
O (2.252, -1.389, -0.616)  -0.836
O (-0.293, -1.276, -0.460)  -0.675
H (-0.360, 0.615, -1.323)  0.142
H (-1.665, 0.166, -0.195)  0.194
H (-0.297, 1.446, 1.215)  0.256
H (1.148, 1.289, 0.159)  0.237
C (-3.662, 0.288, -1.121)  -0.065
C (-3.627, 1.279, -2.274)  -0.130
O (-4.934, 1.296, -2.717)  -0.679
S (-6.060, 1.238, -1.487)  2.451
O (-7.224, 0.480, -1.888)  -0.834
O (-6.255, 2.596, -0.923)  -0.859
O (-4.958, 0.340, -0.605)  -0.682
H (-2.920, 0.395, -0.330)  0.179
H (-3.565, -0.695, -1.583)  0.193
H (-3.044, 0.806, -3.063)  0.218
H (-3.334, 2.321, -2.140)  0.201
C (2.248, -4.290, 0.297)  -0.136
C (2.246, -4.535, 1.854)  -0.117
O (2.747, -5.842, 2.143)  -0.650
S (3.733, -6.259, 0.812)  2.400
O (3.282, -7.535, 0.200)  -0.865
O (5.132, -6.219, 1.155)  -0.885
O (3.449, -4.863, -0.136)  -0.638
H (2.185, -3.218, 0.105)  0.232
H (1.373, -4.727, -0.184)  0.177
H (1.230, -4.477, 2.247)  0.210
H (2.989, -3.941, 2.386)  0.190



ii.
Computed, not measured: a molecular structure, C10H20O20S5, with ωB97M-V/def2-TZVPD.

As for the net charge: 0. The molar mass comes out at 620.6 g/mol.

Each line ends with the natural charge from an NBO analysis.
Positions of all 55 atoms, in Å:
C (3.640, -1.325, -4.433)  -0.097
C (4.706, -2.171, -3.827)  -0.115
O (4.050, -2.554, -2.554)  -0.681
S (3.384, -1.228, -1.954)  2.518
O (4.362, -0.422, -1.242)  -0.873
O (2.114, -1.629, -1.354)  -0.912
O (3.053, -0.524, -3.305)  -0.697
H (2.810, -1.971, -4.730)  0.200
H (3.862, -0.580, -5.207)  0.227
H (5.641, -1.657, -3.691)  0.212
H (4.849, -3.090, -4.383)  0.220
C (-3.387, -5.772, 0.429)  -0.095
C (-3.430, -4.635, -0.638)  -0.122
O (-4.491, -3.781, -0.215)  -0.675
S (-4.369, -3.633, 1.345)  2.552
O (-5.655, -3.284, 1.843)  -0.871
O (-3.172, -2.897, 1.670)  -0.937
O (-4.063, -5.175, 1.613)  -0.698
H (-2.373, -6.025, 0.732)  0.210
H (-4.001, -6.657, 0.257)  0.210
H (-3.681, -4.985, -1.643)  0.223
H (-2.491, -4.102, -0.563)  0.207
C (4.035, 5.977, -0.080)  -0.100
C (3.317, 6.201, -1.366)  -0.104
O (2.396, 5.002, -1.427)  -0.697
S (3.212, 3.724, -0.904)  2.518
O (4.009, 3.157, -1.976)  -0.886
O (2.257, 2.986, -0.118)  -0.882
O (4.225, 4.554, 0.020)  -0.690
H (3.365, 6.199, 0.740)  0.200
H (5.002, 6.498, -0.030)  0.217
H (3.943, 6.292, -2.246)  0.205
H (2.609, 7.030, -1.340)  0.219
C (-3.599, 0.081, 2.864)  -0.119
C (-3.173, 1.447, 3.300)  -0.107
O (-3.774, 2.395, 2.383)  -0.688
S (-4.363, 1.635, 1.131)  2.516
O (-3.816, 2.187, -0.103)  -0.902
O (-5.810, 1.502, 1.309)  -0.900
O (-3.642, 0.254, 1.361)  -0.702
H (-4.618, -0.053, 3.247)  0.214
H (-2.905, -0.734, 3.083)  0.253
H (-2.114, 1.595, 3.170)  0.219
H (-3.586, 1.707, 4.278)  0.213
C (-0.373, -0.823, 0.521)  -0.112
C (-0.314, 0.682, 0.701)  -0.116
O (-0.015, 0.857, 2.190)  -0.716
S (0.953, -0.261, 2.575)  2.531
O (0.451, -0.764, 3.856)  -0.923
O (2.345, 0.154, 2.460)  -0.900
O (0.732, -1.301, 1.403)  -0.684
H (-0.112, -1.040, -0.520)  0.232
H (-1.298, -1.331, 0.794)  0.215
H (-1.234, 1.203, 0.389)  0.240
H (0.539, 1.082, 0.183)  0.229



ii has the most favorable energy; the next structure is 1434.2 kJ/mol above.